13
Properties=species:S:1:pos:R:3:lowdin_charge:R:1 method="wB97M-V/def2-TZVPD" e_above_lowest_kcal_mol=26.0 smiles=c1cc[nH]c1.O total_energy_ev=-7798.5166 largest_force_ev_per_a=1.24 spin_multiplicity=1 molar_mass_g_mol=85.11 gap_ev=9.4
H -1.12 0.79 2.25 0.1416
H -1.17 -1.65 1.94 0.1069
O 0.19 0.54 -2.78 -0.0742
H 1.69 0.15 -0.73 0.0981
C -0.65 -1.01 1.25 -0.1390
H -0.26 0.06 -2.07 0.0076
H 0.51 2.01 0.73 0.1078
C 0.24 -1.25 0.23 -0.1049
N -0.53 0.30 1.61 -0.0034
C 0.82 0.00 -0.10 -0.1547
H 0.34 -2.20 -0.26 0.0956
H -0.41 1.30 -2.83 0.0407
C 0.34 0.95 0.77 -0.1221